This record from OMol25 describes a 2-piece molecular cluster, C2H6N2S overall at a distorted geometry. The level of theory is ωB97M-V with the def2-TZVPD basis set.

The orbital gap comes out at 9.63 eV. The net charge is 0. The value obtained for the molecular weight is 90.15 g mol⁻¹. The value obtained for the energy above the lowest of the compared OMol25 structures with the same formula, charge and spin is 105.8 kcal per mole.

Atoms and positions in Å:
C  -1.24  -0.11  0.95
C  0.59  0.84  -0.41
H  -0.49  0.58  2.00
H  -2.48  0.19  0.88
H  -0.98  -1.27  1.45
H  0.66  -2.16  -1.12
H  0.54  1.99  -0.10
H  2.41  1.10  -1.04
N  -0.42  -0.18  -0.19
N  1.73  0.42  -0.95
S  -0.31  -1.39  -1.48